Below is a single C8H7N3 molecule in a non-equilibrium geometry, with properties calculated with the ωB97M-V functional and the def2-TZVPD basis.

As for the SMILES: c1ccc(-c2ncc[nH]2)nc1. The largest force on an atom comes out at 12.605 eV/A. The lowest unoccupied orbital energy is 0.65 eV. The orbital gap comes out at 9.687 eV.

Geometry as ORCA input:
```
! wB97M-V def2-TZVPD RIJCOSX def2/J DEFGRID3
* xyz 0 1
C 3.1270 -0.1954 -0.0144
C 2.4692 0.9915 -0.4242
C 1.0940 0.9385 -0.3842
C 0.3600 -0.1996 -0.0417
C -1.1921 -0.3285 -0.0095
N -1.8620 -0.9535 -0.8891
C -3.1459 -0.5777 -0.5987
C -3.1769 0.2666 0.4264
N -1.8694 0.5145 0.7577
N 1.0466 -1.3614 0.2693
C 2.4689 -1.3196 0.3573
H 4.0471 -0.0218 -0.0017
H 3.1562 1.9903 -0.6361
H 0.4464 1.6134 -0.8619
H -3.9772 -1.0111 -0.9957
H -4.2077 0.8300 1.0037
H -1.5184 1.0090 1.3468
H 2.7343 -2.1852 0.6959
*
```

Below is a single C8H7N3 molecule in a non-equilibrium geometry, with properties calculated with the ωB97M-V functional and the def2-TZVPD basis.

As for the SMILES: c1ccc(-n2ccnn2)cc1. The largest force on an atom comes out at 5.682 eV/A. The lowest unoccupied orbital energy is 0.27 eV. The orbital gap comes out at 8.940 eV.

Geometry as ORCA input:
```
! wB97M-V def2-TZVPD RIJCOSX def2/J DEFGRID3
* xyz 0 1
C -0.1162 2.6953 0.9679
C 0.6484 2.3844 -0.2308
C 0.6148 1.1018 -0.6198
C -0.2893 0.1115 0.0194
N -0.1656 -1.2692 -0.3475
C 0.6812 -1.9122 -1.2198
C 0.2028 -3.1568 -1.3522
N -1.0003 -3.2640 -0.6424
N -1.2124 -2.1748 -0.0338
C -0.8606 0.3896 1.2660
C -0.7694 1.6302 1.7156
H 0.0034 3.6467 1.5788
H 1.3442 3.1667 -0.6131
H 1.3549 0.6175 -1.2301
H 1.5553 -1.4709 -1.6915
H 0.5489 -3.9471 -1.9644
H -1.2743 -0.5542 1.8860
H -1.2659 2.0057 2.5118
*
```

Below is 2 unconnected molecules or ions with the total composition C8H7NO2 in a non-equilibrium geometry, with properties calculated with the ωB97M-V functional and the def2-TZVPD basis.

The largest force on an atom comes out at 7.671 eV/A. The lowest unoccupied orbital energy is -0.59 eV. The orbital gap comes out at 7.184 eV.

Geometry as ORCA input:
```
! wB97M-V def2-TZVPD RIJCOSX def2/J DEFGRID3
* xyz 0 1
C 1.5821 0.6525 -0.1656
C 0.5120 1.4319 -0.2532
C -0.7302 0.6117 -0.1741
C -2.1202 1.0589 0.1654
C -2.8904 -0.0492 0.1779
C -0.7383 -0.7618 -0.2631
C 0.4480 -1.5441 -0.1295
C 1.6155 -0.7927 -0.1047
H 2.9928 1.9499 0.9495
H 0.6263 2.5322 -0.2606
H -2.7692 1.9240 0.1975
H -4.0610 -0.0327 0.0241
H -2.3465 -2.1716 -0.7069
H 0.6800 -2.5663 0.3290
H 3.5072 -0.6275 0.0569
N -2.0490 -1.2085 0.0344
O 2.8870 1.0012 -0.0386
O 2.8539 -1.4079 0.1616
*
```

Below is 2 unconnected molecules or ions with the total composition C8H7NO3S in a non-equilibrium geometry, with properties calculated with the ωB97M-V functional and the def2-TZVPD basis.

The largest force on an atom comes out at 1.401 eV/A. The lowest unoccupied orbital energy (spin up / spin down) is -1.09 / -1.09 eV. The orbital gap (spin up / spin down) comes out at 7.610 / 7.610 eV.

Geometry as ORCA input:
```
! wB97M-V def2-TZVPD RIJCOSX def2/J DEFGRID3
* xyz 0 1
C -0.9100 1.3940 1.5344
C -1.9316 0.4788 1.1269
C 0.3119 1.4010 0.9537
C -1.7474 -0.4290 0.1376
C 0.5893 0.4415 -0.0662
C -0.4693 -0.4906 -0.4880
C 1.7118 0.1222 -0.7531
C 1.3072 -1.0208 -1.6909
N -0.0714 -1.3289 -1.3972
O -2.6147 -3.3853 -1.3720
O -0.3584 -4.2636 -1.1203
O 2.1048 -2.1594 -1.7039
S -1.3154 -3.5781 -1.9576
H -1.1400 2.0919 2.3263
H -2.8781 0.5194 1.6465
H 1.0903 2.0809 1.2654
H -2.5124 -1.1270 -0.1656
H 2.6897 0.5593 -0.7301
H 1.3331 -0.5837 -2.7088
H 1.6141 -2.8739 -1.2706
*
```

Below is a gas-phase ion, C8H7NO4 (charge -2) in a non-equilibrium geometry, with properties calculated with the ωB97M-V functional and the def2-TZVPD basis.

As for the SMILES: CC(C(=O)[O-])(C(=O)[O-])c1ccc[nH]1. The largest force on an atom comes out at 5.064 eV/A. The lowest unoccupied orbital energy is 6.30 eV. The orbital gap comes out at 6.770 eV.

Geometry as ORCA input:
```
! wB97M-V def2-TZVPD RIJCOSX def2/J DEFGRID3
* xyz -2 1
C 0.6796 1.8889 -0.4029
C -0.1886 0.7461 -0.8757
C -1.8068 1.1563 -0.8047
O -1.9501 2.4249 -0.9511
O -2.6411 0.3268 -0.4847
C 0.3256 0.0984 -2.1327
O 1.2312 0.6916 -2.7609
O -0.1069 -1.0994 -2.3620
C -0.0121 -0.3996 0.3940
C 0.3237 -0.2006 1.7665
C 0.3359 -1.4812 2.2683
C 0.1896 -2.4114 1.1899
N -0.1659 -1.6626 0.1415
H 1.6312 1.4668 -0.3925
H 0.3306 2.3109 0.5977
H 0.6290 2.7804 -1.1000
H 0.4341 0.6887 2.2692
H 0.6633 -1.8771 3.2348
H 0.1347 -3.6054 1.3586
H -0.0370 -1.8426 -0.9533
*
```

Below is a molecular structure, C8H7O6Re in a non-equilibrium geometry, with properties calculated with the ωB97M-V functional and the def2-TZVPD basis.

The largest force on an atom comes out at 9.580 eV/A. As for the expectation value of S²: 3.775. The lowest unoccupied orbital energy (spin up / spin down) is -14.91 / -16.25 eV. The orbital gap (spin up / spin down) comes out at 6.273 / 6.415 eV.

Geometry as ORCA input:
```
! wB97M-V def2-TZVPD RIJCOSX def2/J DEFGRID3
* xyz 3 4
O -0.9162 3.2879 -1.3582
C 0.1455 3.2375 -0.8912
Re 0.0835 -0.5082 -1.8616
C 0.1906 -2.1541 -0.9103
O 0.2549 -3.1852 -0.3625
C -0.2362 -1.5098 -3.5322
O -0.4417 -2.1039 -4.5047
C 2.0022 -0.0202 -1.9563
O 3.1442 0.2069 -2.0038
C -1.8289 -0.0245 -1.5738
O -2.9538 0.1830 -1.3717
H 0.8594 2.2750 -0.4481
C 1.0030 -0.7535 2.1369
C 0.0080 0.1455 1.5074
C -1.0962 0.7090 2.3516
O 0.1470 0.5301 0.2951
H 0.8638 -0.7127 3.2127
H 2.0060 -0.4021 1.8533
H 0.9280 -1.7972 1.8094
H -1.1783 1.7834 2.0971
H -2.0637 0.2295 2.0955
H -0.9212 0.5834 3.4157
*
```